100
Properties=species:S:1:pos:R:3:mulliken_charge:R:1 method="wB97M-V/def2-TZVPD" gap_ha="0.1852 / 0.2100" lumo_ev="-6.78 / -6.11" s2=0.875 homo_ev="-11.8 / -11.8" total_charge=+2 relative_energy_kcal_mol=63.38 multiplicity=2 fmax_ha_per_bohr=0.0252
Ru -0.508 -0.363 -0.212 0.45
Cl 0.103 -2.910 -0.849 0.01
C 0.509 -2.878 -2.555 -0.10
C 1.151 -3.983 -3.074 -0.67
C 1.516 -3.966 -4.414 -0.61
C 1.249 -2.856 -5.199 -0.88
C 0.595 -1.760 -4.658 -0.59
C 0.196 -1.758 -3.321 -0.09
P -0.731 -0.388 -2.591 1.51
C -0.785 0.906 -3.834 0.52
C -1.960 1.199 -4.520 -0.76
C -1.940 2.149 -5.533 -0.68
C -0.760 2.804 -5.853 -0.72
C 0.410 2.523 -5.156 -0.80
C 0.397 1.579 -4.145 -0.10
C -2.417 -1.037 -2.389 0.34
C -3.285 -0.437 -1.472 -0.06
C -4.576 -0.925 -1.318 -1.09
C -5.009 -1.995 -2.085 -0.76
C -4.152 -2.590 -3.006 -0.75
C -2.860 -2.120 -3.156 -0.77
H 1.373 -4.833 -2.445 0.55
H 2.018 -4.825 -4.837 0.43
H 1.546 -2.841 -6.238 0.47
H 0.381 -0.905 -5.284 0.46
H -2.882 0.685 -4.281 0.49
H -2.848 2.367 -6.078 0.46
H -0.749 3.535 -6.650 0.41
H 1.330 3.032 -5.410 0.50
H 1.315 1.354 -3.611 0.48
H -2.984 0.441 -0.909 0.52
H -5.241 -0.460 -0.603 0.52
H -6.018 -2.367 -1.976 0.44
H -4.497 -3.417 -3.610 0.50
H -2.197 -2.592 -3.870 0.51
Br 2.117 -0.233 -0.728 -0.07
C 2.565 -0.251 1.137 0.93
C 3.806 -0.563 1.604 -0.68
C 4.025 -0.473 2.994 -0.73
C 3.034 -0.050 3.837 -1.13
C 1.755 0.297 3.345 1.00
C 0.714 0.789 4.172 -0.89
C -0.506 1.105 3.646 -1.37
C -0.766 0.926 2.269 -0.40
C 0.213 0.447 1.433 0.05
C 1.503 0.155 1.960 0.94
H 4.604 -0.858 0.938 0.49
H 5.002 -0.719 3.383 0.43
H 3.223 0.029 4.899 0.47
H 0.910 0.929 5.227 0.48
H -1.299 1.484 4.278 0.61
H -1.754 1.172 1.896 0.61
C -3.048 3.502 -2.105 -0.90
N -1.605 3.655 -2.037 0.95
C -1.047 4.821 -2.699 -1.08
C -0.830 2.815 -1.375 -0.99
O -1.228 1.869 -0.671 0.12
H -3.359 3.565 -3.148 0.39
H -3.537 4.290 -1.530 0.39
H -3.332 2.538 -1.691 0.14
H -1.396 5.731 -2.209 0.34
H -1.359 4.838 -3.742 0.38
H 0.040 4.789 -2.654 0.32
H 0.239 3.044 -1.455 0.50
O -1.826 -1.579 1.062 0.08
C -2.002 -2.138 2.152 -0.50
C -0.911 -2.466 3.117 0.19
C -0.482 -3.906 2.724 -0.36
C -1.603 -4.946 2.539 -1.09
C -2.501 -4.762 1.299 0.03
C -3.643 -3.751 1.494 -0.60
N -3.205 -2.702 2.431 -0.07
H -1.294 -2.458 4.139 0.55
H -0.072 -1.776 3.042 -0.67
H 0.203 -4.258 3.497 0.53
H 0.098 -3.851 1.799 0.09
H -2.214 -5.003 3.446 0.32
H -1.116 -5.919 2.460 0.44
H -2.928 -5.723 1.012 0.53
H -1.876 -4.441 0.460 -0.15
H -4.516 -4.220 1.945 0.48
H -3.952 -3.296 0.554 -0.06
H -3.257 -3.027 3.387 0.48
C -0.947 4.361 1.774 -0.60
Te -2.957 3.658 1.568 0.13
C -3.362 4.907 3.254 -1.01
C -2.213 5.875 3.322 0.51
C -2.300 7.030 4.092 -0.76
C -1.235 7.911 4.160 -0.58
C -0.066 7.641 3.459 -0.63
C 0.027 6.492 2.694 -0.61
C -1.042 5.605 2.616 0.55
H -0.526 4.581 0.793 0.37
H -0.334 3.592 2.245 0.30
H -3.416 4.291 4.151 0.38
H -4.318 5.408 3.125 0.52
H -3.211 7.243 4.635 0.45
H -1.318 8.811 4.753 0.41
H 0.765 8.332 3.501 0.42
H 0.938 6.282 2.146 0.46


76
Properties=species:S:1:pos:R:3:mulliken_charge:R:1 method="wB97M-V/def2-TZVPD" gap_ha=0.3477 lumo_ev=0.47 smiles="NC(N)=O.NC(N)=O.NC(N)=O.NC(N)=O.NC(N)=O.CCO.CCO.CCO.CCO" homo_ev=-9.0 relative_energy_kcal_mol=57.20 fmax_ha_per_bohr=0.1326
N -0.286 -1.956 0.408 -0.06
C -0.202 -0.689 0.729 0.59
N -0.396 0.069 -0.319 0.21
O -0.036 -0.425 1.878 -0.62
H -0.886 -2.301 -0.328 0.31
H -0.209 -2.547 1.223 -0.18
H -0.227 1.060 -0.408 0.00
H -0.398 -0.560 -1.109 -0.07
N -3.568 -5.492 0.031 -0.40
C -2.445 -4.888 0.305 0.71
N -1.993 -5.096 1.448 -0.30
O -1.842 -4.242 -0.503 -0.86
H -4.104 -5.933 0.764 0.14
H -3.862 -5.572 -0.932 0.24
H -2.584 -5.562 2.121 0.15
H -1.164 -4.589 1.723 0.29
N 2.533 4.502 -1.684 -0.45
C 2.274 3.374 -1.102 0.43
N 3.366 2.811 -0.731 -0.24
O 1.180 2.863 -1.073 -0.46
H 3.445 4.910 -1.536 0.14
H 1.838 5.218 -1.839 0.27
H 4.236 3.312 -0.844 0.11
H 3.359 1.851 -0.416 0.19
N 1.854 -4.165 4.208 -0.43
C 1.021 -3.442 3.528 0.67
N 0.945 -2.202 3.908 -0.28
O 0.327 -3.849 2.621 -0.85
H 2.334 -3.789 5.014 0.14
H 2.111 -5.108 3.951 0.24
H 0.261 -1.670 3.390 0.17
H 1.437 -1.953 4.754 0.17
N -1.958 2.701 5.325 -0.44
C -1.080 2.663 4.392 0.76
N -1.189 1.575 3.686 -0.19
O -0.365 3.608 4.181 -0.69
H -2.640 1.986 5.534 0.14
H -1.989 3.576 5.828 0.23
H -1.748 0.907 4.198 0.14
H -0.535 1.299 2.968 0.09
C -1.627 -2.895 -4.441 -1.17
C -0.951 -2.326 -3.125 0.22
O -1.898 -2.103 -2.150 -0.56
H -2.501 -3.493 -4.184 0.30
H -0.904 -3.455 -5.033 0.34
H -2.019 -2.129 -5.111 0.31
H -0.463 -1.377 -3.346 -0.09
H -0.123 -2.959 -2.804 0.28
H -2.131 -2.917 -1.698 0.36
C 3.639 0.362 1.609 -1.02
C 3.617 -0.620 0.415 -0.24
O 4.534 -0.192 -0.510 -0.54
H 3.127 0.049 2.519 0.23
H 3.329 1.372 1.344 0.22
H 4.667 0.480 1.952 0.37
H 2.577 -0.601 0.087 0.23
H 3.737 -1.634 0.797 0.39
H 4.309 -0.615 -1.342 0.37
C -1.946 3.090 0.579 -0.55
C -2.428 4.504 0.241 -0.58
O -3.817 4.629 0.007 -0.54
H -0.868 3.045 0.736 0.11
H -2.159 2.474 -0.295 0.32
H -2.430 2.726 1.486 0.28
H -1.954 4.785 -0.699 0.26
H -2.059 5.262 0.930 0.36
H -4.034 5.548 -0.166 0.30
C 0.122 1.477 -3.971 -0.44
C 0.990 2.114 -5.110 -0.58
O 0.073 2.684 -6.059 -0.53
H -0.880 1.178 -4.281 0.43
H -0.264 2.220 -3.274 0.13
H 0.709 0.783 -3.369 0.12
H 1.663 1.397 -5.578 0.34
H 1.633 2.943 -4.814 0.20
H -0.088 1.937 -6.640 0.30


37
Properties=species:S:1:pos:R:3:mulliken_charge:R:1 method="wB97M-V/def2-TZVPD" gap_ha=0.3805 lumo_ev=-0.17 homo_ev=-10.5 relative_energy_kcal_mol=13.49 fmax_ha_per_bohr=0.0177
Kr 0.236 0.012 0.537 -0.01
O 3.921 -1.398 0.064 -0.68
H 3.492 -1.458 -0.790 0.32
H 4.083 -0.462 0.186 0.31
O -0.958 -3.076 -0.396 -0.62
H -0.106 -3.487 -0.541 0.27
H -1.287 -2.889 -1.276 0.36
O 1.169 2.322 -1.966 -0.61
H 1.260 2.965 -2.670 0.29
H 1.551 2.750 -1.200 0.23
O -1.857 2.732 -1.553 -0.63
H -1.857 2.560 -0.612 0.31
H -0.944 2.621 -1.817 0.34
O 2.631 -2.343 2.312 -0.66
H 3.050 -2.205 1.462 0.34
H 2.932 -3.208 2.591 0.31
O -2.663 -1.971 1.557 -0.64
H -3.368 -2.574 1.322 0.29
H -1.890 -2.321 1.113 0.34
O 1.201 3.811 0.465 -0.66
H 0.407 4.338 0.377 0.34
H 1.905 4.383 0.158 0.31
O -1.330 -2.275 -3.192 -0.68
H -0.758 -2.797 -3.755 0.32
H -0.750 -1.624 -2.797 0.35
O -3.400 0.890 0.909 -0.66
H -3.832 0.790 0.060 0.29
H -3.121 0.004 1.141 0.37
O 0.917 -1.666 4.424 -0.62
H 1.346 -2.003 3.637 0.40
H 1.533 -1.853 5.132 0.28
O 0.735 0.014 -3.347 -0.63
H 0.481 0.400 -4.185 0.28
H 0.828 0.761 -2.756 0.40
O -1.974 3.060 1.594 -0.60
H -1.377 3.058 2.343 0.32
H -2.207 2.140 1.471 0.32


20
Properties=species:S:1:pos:R:3:mulliken_charge:R:1 method="wB97M-V/def2-TZVPD" gap_ha=0.2587 lumo_ev=-1.00 homo_ev=-8.0 relative_energy_kcal_mol=142.91 fmax_ha_per_bohr=0.1019
C 1.333 1.412 1.442 -0.89
N 0.180 1.452 0.531 -0.42
C -0.820 0.438 0.954 -0.69
C -1.705 0.030 -0.224 -0.60
C -0.892 -0.619 -1.377 -0.25
C -0.487 -1.968 -1.224 -0.59
H 1.382 0.501 2.037 0.25
H 1.376 2.302 2.060 0.29
H 2.221 1.428 0.815 0.33
H 0.540 1.092 -0.339 0.44
H -1.396 0.993 1.713 0.45
H -0.411 -0.430 1.566 0.26
H -2.351 0.834 -0.535 0.39
H -2.462 -0.639 0.198 0.35
H -1.089 -0.249 -2.373 0.39
H -0.829 -2.727 -0.519 0.28
H 0.053 -2.395 -2.069 0.25
H 2.022 -1.001 0.460 0.23
H 0.210 -1.022 -0.765 0.47
O 1.836 -0.617 -0.403 -0.91


11
Properties=species:S:1:pos:R:3:mulliken_charge:R:1 method="wB97M-V/def2-TZVPD" gap_ha=0.3863 lumo_ev=0.74 smiles="O=C1C=COCO1" homo_ev=-9.8 relative_energy_kcal_mol=32.10 fmax_ha_per_bohr=0.0871
O 2.212 0.061 0.080 -0.54
C 1.026 0.011 -0.055 0.61
C 0.220 1.307 0.042 -0.51
C -1.088 1.176 -0.069 -0.13
O -1.663 -0.026 -0.052 -0.36
C -0.894 -1.162 0.221 -0.16
O 0.397 -1.113 -0.293 -0.34
H 0.721 2.116 0.360 0.43
H -1.808 1.907 -0.178 0.48
H -1.302 -2.018 -0.194 0.19
H -0.767 -1.373 1.293 0.33


141
Properties=species:S:1:pos:R:3:mulliken_charge:R:1 method="wB97M-V/def2-TZVPD" gap_ha=0.0506 lumo_ev=-11.16 homo_ev=-12.5 total_charge=+2 fmax_ha_per_bohr=0.0696
Al -3.792 -1.565 0.458 1.14
As -0.119 1.245 -0.531 1.79
F -1.242 -0.098 -0.124 -0.33
F -0.316 0.746 -2.241 -0.51
F 1.009 2.557 -1.091 -0.35
F 0.008 1.778 1.170 -0.65
F 1.252 0.135 -0.256 -0.38
F -1.488 2.394 -0.771 -0.68
C 2.787 -0.350 2.996 -1.71
C 4.066 -0.012 3.783 1.87
C 4.103 1.530 3.918 -1.28
C 3.329 2.092 5.200 -0.51
C 3.773 1.309 6.428 -1.41
C 3.522 -0.198 6.272 1.63
N 4.216 -0.637 5.076 0.33
O 4.204 -2.091 5.002 -0.38
C 4.200 -0.798 7.584 -1.85
C 2.051 -0.517 6.315 -1.53
C 5.272 -0.406 2.828 -2.00
H 2.518 0.282 2.150 0.52
H 1.922 -0.205 3.643 -0.01
H 2.700 -1.385 2.665 0.51
H 5.091 1.988 3.953 0.46
H 3.673 2.068 3.073 0.48
H 2.256 2.118 5.006 0.10
H 3.602 3.128 5.401 0.47
H 3.103 1.656 7.215 0.43
H 4.769 1.585 6.775 0.44
H 5.258 -0.550 7.668 0.45
H 3.818 -0.378 8.515 0.44
H 4.123 -1.885 7.549 0.43
H 1.393 0.336 6.151 0.23
H 1.817 -1.169 5.474 0.34
H 1.730 -0.949 7.263 0.39
H 5.326 -1.445 2.503 0.44
H 6.242 -0.278 3.309 0.50
H 5.224 0.234 1.947 0.39
H 5.137 -2.255 4.847 0.39
C 2.058 5.547 -3.035 -0.29
O 2.043 5.152 -1.664 -0.55
H 2.980 5.952 -3.452 0.27
H 1.849 4.549 -3.420 -0.05
H 1.246 6.152 -3.438 0.25
H 1.488 4.396 -1.460 0.39
C -0.365 -2.698 -1.736 -0.29
O -1.605 -3.044 -1.144 -0.35
H -0.355 -1.733 -2.243 -0.23
H 0.468 -2.621 -1.036 0.09
H -0.191 -3.451 -2.505 0.57
H -1.647 -4.000 -1.066 0.19
C -3.533 4.426 1.317 -0.53
O -4.365 3.387 1.732 -0.62
H -3.299 4.401 0.253 0.14
H -3.848 5.424 1.623 0.37
H -2.647 4.279 1.935 0.22
H -4.683 3.533 2.626 0.32
C -2.790 -5.859 3.209 -1.76
C -2.705 -4.459 2.569 0.92
C -1.264 -3.960 2.455 -1.20
O -1.261 -2.563 2.006 0.60
C 0.065 -2.074 1.859 -1.49
N -3.318 -4.480 1.285 -0.19
H -3.812 -6.014 3.555 0.47
H -2.165 -6.023 4.086 0.40
H -2.510 -6.651 2.514 0.41
H -3.151 -3.842 3.349 -0.56
H -0.621 -4.532 1.786 0.43
H -0.733 -4.027 3.405 0.47
H 0.061 -1.026 1.562 0.16
H 0.673 -2.618 1.137 0.49
H 0.504 -2.081 2.857 0.61
H -2.733 -4.926 0.592 0.23
H -4.035 -5.180 1.404 0.33
C 5.793 -0.590 -7.110 -1.47
C 5.704 -0.867 -5.618 0.52
C 4.483 -0.262 -4.933 -0.65
O 4.445 -0.551 -3.558 -0.43
C 3.308 -0.003 -2.843 -0.32
N 5.922 -2.257 -5.331 -0.59
H 6.759 -0.886 -7.519 0.37
H 5.596 0.451 -7.367 0.38
H 5.048 -1.166 -7.658 0.38
H 6.536 -0.379 -5.111 0.24
H 3.635 -0.749 -5.414 0.26
H 4.389 0.812 -5.096 0.44
H 3.305 1.079 -2.974 0.29
H 3.295 -0.266 -1.785 0.18
H 2.436 -0.512 -3.254 0.08
H 5.383 -2.941 -5.843 0.29
H 5.537 -2.359 -4.403 0.30
C -1.292 1.177 4.439 -1.77
C -2.092 0.146 3.619 1.27
C -3.371 -0.360 4.309 -1.41
O -3.954 -1.400 3.573 -0.02
C -4.943 -2.014 4.433 -1.04
N -2.380 0.585 2.277 0.49
H -1.909 1.942 4.909 0.43
H -0.626 1.707 3.758 0.36
H -0.790 0.709 5.286 0.34
H -1.547 -0.796 3.681 -0.32
H -4.159 0.381 4.447 0.47
H -3.035 -0.656 5.303 0.49
H -5.718 -2.589 3.925 0.29
H -5.570 -1.261 4.912 0.33
H -4.460 -2.599 5.215 0.38
H -1.492 0.933 1.944 -0.25
H -2.834 1.479 2.406 0.19
C -4.919 3.102 -1.539 -1.52
C -4.747 1.578 -1.383 0.21
C -4.059 0.928 -2.620 -0.61
O -3.922 -0.464 -2.438 -0.08
C -3.320 -1.010 -3.628 -0.47
N -3.908 1.275 -0.229 0.21
H -4.027 3.707 -1.703 0.23
H -5.471 3.476 -0.676 0.40
H -5.614 3.282 -2.358 0.53
H -5.736 1.137 -1.258 0.39
H -3.084 1.400 -2.739 0.15
H -4.495 1.113 -3.602 0.62
H -3.870 -0.748 -4.532 0.37
H -3.255 -2.097 -3.678 0.38
H -2.279 -0.687 -3.626 -0.18
H -2.983 1.590 -0.484 -0.07
H -4.048 2.047 0.407 0.04
C -3.580 1.027 -7.414 -1.45
C -2.085 1.012 -7.644 0.58
C -1.340 0.922 -6.249 -0.76
O 0.059 1.211 -6.489 -0.42
C 0.851 1.142 -5.370 -0.29
N -1.676 -0.126 -8.443 -0.78
H -4.163 0.941 -8.331 0.40
H -3.935 1.915 -6.890 0.33
H -3.868 0.114 -6.894 0.34
H -1.849 1.893 -8.241 0.34
H -1.512 0.006 -5.683 0.26
H -1.578 1.761 -5.595 0.42
H 1.084 0.090 -5.203 0.18
H 0.473 1.664 -4.491 0.06
H 1.800 1.571 -5.692 0.29
H -2.013 -0.025 -9.390 0.28
H -0.677 -0.031 -8.558 0.28


38
Properties=species:S:1:pos:R:3:mulliken_charge:R:1 method="wB97M-V/def2-TZVPD" gap_ha=0.2971 lumo_ev=-0.92 homo_ev=-9.0 fmax_ha_per_bohr=0.0339
Cs -20.250 27.217 6.414 1.11
O -17.430 35.454 7.320 -0.57
C -18.394 34.790 7.543 0.55
O -18.762 33.670 6.979 -0.48
B -20.037 33.258 7.542 1.08
O -20.413 34.264 8.510 -0.49
C -19.455 35.187 8.607 0.63
O -19.394 36.016 9.445 -0.55
O -19.892 31.906 8.156 -0.57
C -20.652 31.064 7.525 0.46
O -20.650 29.860 7.634 -0.58
C -21.439 31.812 6.455 0.63
O -21.103 33.084 6.534 -0.54
O -22.182 31.271 5.700 -0.60
C -18.715 23.723 3.851 -1.33
C -18.119 25.090 3.522 0.59
C -19.227 25.983 2.981 -1.00
O -17.617 25.671 4.719 -0.49
H -19.159 23.218 2.985 0.38
H -19.568 23.820 4.528 0.29
H -17.980 22.986 4.184 0.40
H -17.357 24.980 2.748 0.16
H -19.840 25.473 2.234 0.34
H -18.847 26.845 2.429 0.30
H -19.949 26.325 3.724 -0.02
H -17.261 24.975 5.281 0.33
C -24.051 27.839 6.088 -1.01
C -24.158 28.620 7.373 0.82
C -25.344 28.260 8.269 -1.39
O -22.964 28.366 8.092 -0.50
H -24.556 28.190 5.189 0.34
H -24.515 26.865 6.281 0.31
H -22.996 27.756 5.819 -0.06
H -24.228 29.695 7.154 0.14
H -25.283 28.858 9.186 0.37
H -25.264 27.216 8.584 0.32
H -26.374 28.450 7.960 0.36
H -22.890 29.013 8.800 0.27